(1)
A molecular structure, C24H42Cl3CoN4O3Si in a non-equilibrium geometry. Source: OMol25; level of theory: wB97M-V/def2-TZVPD.

The value obtained for the frontier orbital gap (alpha / beta) is 8.57 / 7.06 eV. The energy above the lowest of the compared OMol25 structures with the same formula, charge and spin comes out at 0.0 kJ/mol. The HOMO energy (alpha / beta) comes out at -8.25 / -8.03 eV.

Geometry as ORCA input:
```
! RIJCOSX wB97M-V def2-TZVPD def2/J DEFGRID3
* xyz 0 5
C -0.140 2.696 2.361
H 4.156 -4.999 -0.481
H 3.204 -2.319 2.523
C -0.840 3.215 -0.072
H 1.748 4.118 4.806
O 1.125 -2.219 0.370
H -2.249 -0.428 -1.350
C -4.327 1.186 0.777
H -3.834 2.169 0.859
C 3.148 -1.293 2.916
H -3.898 0.178 -1.768
H 0.993 2.420 0.585
Si 0.695 -1.548 -5.362
H -1.367 -2.516 -4.316
H 2.713 -2.068 -0.958
C -1.410 2.867 4.410
H 1.915 -0.907 -7.470
C -2.964 -0.828 1.054
H -4.664 0.872 1.770
C -0.313 3.471 5.033
H 3.023 -5.351 -1.815
C 2.057 -2.698 -0.345
H 1.927 -1.161 5.348
H -0.389 3.804 6.069
C -0.381 -0.517 3.255
H -2.184 2.117 2.513
H 3.842 -3.762 -1.734
H -5.189 1.287 0.097
C 3.391 -4.564 -1.142
N -3.405 0.191 0.262
N 0.736 -0.662 2.437
C 1.764 -0.952 3.254
C -2.634 4.934 -0.523
H 1.215 -5.762 -0.090
H 2.300 -5.328 1.256
C -0.757 -2.729 -5.203
C 1.594 -4.927 0.513
C 0.892 3.629 4.329
Cl -0.099 0.360 -4.965
H -0.396 -3.766 -5.152
C -0.369 3.159 -1.488
N 1.333 -0.978 4.542
H -0.055 2.139 -1.777
Cl 0.124 -0.354 -1.724
H -2.520 4.770 -1.601
C -0.066 2.318 0.888
Cl 2.798 0.519 0.090
H -2.340 2.680 4.956
H 1.750 -2.672 -7.263
H 3.784 -1.218 3.811
C 2.198 -1.685 -4.279
H -2.063 4.110 1.403
H -3.698 4.813 -0.278
H 1.931 3.181 2.459
O -2.146 -1.690 0.727
H 0.373 -1.712 -7.857
H -1.366 -0.304 2.890
O -0.477 1.008 0.732
H -2.387 5.986 -0.316
H -2.605 1.317 -1.281
C -0.013 -0.694 4.566
H 2.963 -0.973 -4.620
H 1.969 -1.439 -3.237
C -1.830 4.024 0.342
H -1.167 3.476 -2.171
C 1.228 -1.707 -7.167
H 0.496 3.834 -1.622
H 0.773 -4.419 1.016
Co 0.793 -0.333 0.393
N 2.294 -4.006 -0.367
C -3.019 0.311 -1.120
H -3.465 -0.803 2.053
C -1.327 2.522 3.062
H 2.639 -2.689 -4.331
C 0.990 3.164 3.016
H -1.402 -2.639 -6.093
H 3.490 -0.598 2.138
H -0.611 -0.630 5.458
*
```

And the Löwdin charges, in e, turn out to be: atom 1 (C): -0.18, atom 2 (H): 0.10, atom 3 (H): 0.08, atom 4 (C): -0.23, atom 5 (H): 0.10, atom 6 (O): -0.17, atom 7 (H): 0.01, atom 8 (C): -0.06, atom 9 (H): 0.07, atom 10 (C): -0.03, atom 11 (H): 0.10, atom 12 (H): 0.09, atom 13 (Si): 0.12, atom 14 (H): 0.02, atom 15 (H): 0.11, atom 16 (C): -0.08, atom 17 (H): 0.03, atom 18 (C): -0.35, atom 19 (H): 0.08, atom 20 (C): -0.10, atom 21 (H): 0.10, atom 22 (C): -0.27, atom 23 (H): 0.16, atom 24 (H): 0.10, atom 25 (C): -0.09, atom 26 (H): 0.11, atom 27 (H): 0.09, atom 28 (H): 0.09, atom 29 (C): -0.03, atom 30 (N): -0.19, atom 31 (N): 0.03, atom 32 (C): -0.36, atom 33 (C): -0.10, atom 34 (H): 0.10, atom 35 (H): 0.10, atom 36 (C): -0.22, atom 37 (C): -0.02, atom 38 (C): -0.08, atom 39 (Cl): 0.26, atom 40 (H): 0.03, atom 41 (C): -0.05, atom 42 (N): 0.10, atom 43 (H): 0.02, atom 44 (Cl): 0.21, atom 45 (H): 0.06, atom 46 (C): -0.39, atom 47 (Cl): 0.14, atom 48 (H): 0.10, atom 49 (H): 0.03, atom 50 (H): 0.09, atom 51 (C): -0.23, atom 52 (H): 0.10, atom 53 (H): 0.07, atom 54 (H): 0.12, atom 55 (O): -0.02, atom 56 (H): 0.03, atom 57 (H): 0.08, atom 58 (O): -0.27, atom 59 (H): 0.08, atom 60 (H): 0.08, atom 61 (C): -0.07, atom 62 (H): 0.04, atom 63 (H): -0.05, atom 64 (C): -0.13, atom 65 (H): 0.07, atom 66 (C): -0.22, atom 67 (H): 0.10, atom 68 (H): 0.10, atom 69 (Co): 0.32, atom 70 (N): -0.17, atom 71 (C): -0.07, atom 72 (H): 0.13, atom 73 (C): -0.07, atom 74 (H): 0.03, atom 75 (C): -0.03, atom 76 (H): 0.03, atom 77 (H): 0.00, atom 78 (H): 0.11

(2)
3 unconnected molecules or ions with the total composition C24H56BN5O10P in a non-equilibrium geometry. Source: OMol25; level of theory: wB97M-V/def2-TZVPD.

The value obtained for the frontier orbital gap is 7.54 eV. The HOMO energy comes out at -10.51 eV.

Geometry as ORCA input:
```
! RIJCOSX wB97M-V def2-TZVPD def2/J DEFGRID3
* xyz 1 1
H -4.796 -0.724 -2.629
O 0.373 4.559 5.832
C -4.953 -2.298 -1.202
N -0.625 2.724 -3.646
H 1.140 0.938 1.144
P 0.771 -0.652 -1.822
H -3.177 -3.263 -4.447
H -3.956 -1.674 2.591
H 3.162 -1.123 1.653
H 4.882 -3.133 -1.546
H -1.518 -4.714 -3.259
O -1.028 5.572 1.180
H -0.884 -3.191 -3.792
C 3.836 -4.911 -3.627
H 4.336 -2.649 -0.003
H 0.778 3.091 3.938
H 1.127 4.471 1.300
H 3.055 -2.079 -2.614
H 1.633 -5.375 -1.117
H -2.879 3.972 -1.733
H -0.898 5.438 3.215
H 4.028 -5.130 -0.885
H 1.890 -2.817 0.977
C -0.217 -3.944 -1.142
H -1.277 7.463 0.496
H -5.444 -0.818 2.903
N 2.326 5.701 5.664
O -4.417 -1.544 -0.141
H -0.665 7.366 2.122
H 3.497 -0.983 -1.312
O 0.295 -0.976 -3.297
H 3.078 -4.471 0.355
H 1.153 -5.062 -4.387
N 2.132 -4.588 -1.530
H -4.205 -0.082 1.921
C 2.454 1.016 2.831
H -5.534 -2.664 1.182
H -0.575 6.709 6.625
C -0.685 4.840 2.345
H -2.094 2.431 -1.628
C 1.551 -1.922 0.478
O -3.175 -1.959 -2.798
H 4.004 -3.875 -3.895
H -0.364 -3.849 -0.079
C 1.134 -3.432 -1.617
H -0.662 -1.166 -3.271
C 1.564 0.251 1.849
H -0.485 1.845 -3.186
H 0.791 -0.267 2.380
C -4.559 -1.768 -2.540
C 2.364 2.523 2.663
H 0.985 -3.236 -2.665
H 0.889 7.620 6.512
O -0.459 -0.169 -0.999
H 0.239 2.393 2.427
C 0.992 5.601 5.958
H 3.899 -5.491 -4.524
H -1.086 -0.876 -0.760
C -5.309 -1.623 0.979
H 2.146 0.798 3.841
C 3.090 -1.941 -1.545
H 2.970 2.958 3.445
C 1.669 -2.103 -1.038
O -1.256 -3.259 -1.763
H -2.368 7.036 1.769
H -1.316 3.961 2.378
O 1.397 -5.571 -3.600
C 2.381 -0.740 1.022
H 2.750 2.824 1.702
C 3.333 -4.341 -0.674
H -0.085 2.939 -4.462
C 0.765 4.414 2.312
C -4.681 -1.005 2.165
H -6.028 -2.343 -1.120
O 1.718 0.421 -1.865
C 3.998 -3.024 -0.952
C -1.353 6.915 1.416
C -1.567 -3.648 -3.082
O -1.675 4.732 -3.779
H -6.230 -1.121 0.713
H -3.633 -3.910 -2.912
H 2.815 -0.161 0.229
H 0.531 -1.805 0.783
C 0.969 3.034 2.878
H 2.854 6.548 5.759
N 0.400 6.753 6.401
C -2.966 -3.202 -3.389
B 2.452 -5.048 -2.972
N -2.220 3.308 -2.096
H -4.563 -3.305 -1.097
H -0.296 -5.000 -1.374
H -5.160 -2.284 -3.275
H 2.787 4.873 5.337
H 4.654 -5.217 -2.996
H 1.329 5.132 2.887
C -1.519 3.667 -3.215
H 3.479 0.691 2.744
*
```

And the Löwdin charges, in e, turn out to be: atom 1 (H): 0.14, atom 2 (O): 0.02, atom 3 (C): -0.21, atom 4 (N): 0.16, atom 5 (H): 0.10, atom 6 (P): 0.42, atom 7 (H): 0.14, atom 8 (H): 0.07, atom 9 (H): 0.11, atom 10 (H): 0.12, atom 11 (H): 0.14, atom 12 (O): -0.18, atom 13 (H): 0.11, atom 14 (C): 0.06, atom 15 (H): 0.12, atom 16 (H): 0.10, atom 17 (H): 0.12, atom 18 (H): 0.12, atom 19 (H): 0.18, atom 20 (H): 0.10, atom 21 (H): 0.11, atom 22 (H): 0.12, atom 23 (H): 0.11, atom 24 (C): -0.14, atom 25 (H): 0.08, atom 26 (H): 0.08, atom 27 (N): 0.16, atom 28 (O): -0.13, atom 29 (H): 0.08, atom 30 (H): 0.11, atom 31 (O): -0.08, atom 32 (H): 0.13, atom 33 (H): 0.15, atom 34 (N): 0.09, atom 35 (H): 0.07, atom 36 (C): -0.19, atom 37 (H): 0.12, atom 38 (H): 0.10, atom 39 (C): -0.22, atom 40 (H): 0.08, atom 41 (C): -0.14, atom 42 (O): -0.12, atom 43 (H): 0.09, atom 44 (H): 0.14, atom 45 (C): -0.17, atom 46 (H): 0.08, atom 47 (C): -0.19, atom 48 (H): 0.06, atom 49 (H): 0.11, atom 50 (C): -0.16, atom 51 (C): -0.21, atom 52 (H): 0.12, atom 53 (H): 0.09, atom 54 (O): -0.06, atom 55 (H): 0.10, atom 56 (C): -0.68, atom 57 (H): 0.08, atom 58 (H): 0.10, atom 59 (C): -0.28, atom 60 (H): 0.11, atom 61 (C): -0.14, atom 62 (H): 0.10, atom 63 (C): -0.36, atom 64 (O): -0.10, atom 65 (H): 0.08, atom 66 (H): 0.12, atom 67 (O): 0.22, atom 68 (C): -0.18, atom 69 (H): 0.12, atom 70 (C): -0.09, atom 71 (H): 0.10, atom 72 (C): -0.17, atom 73 (C): -0.07, atom 74 (H): 0.13, atom 75 (O): -0.20, atom 76 (C): -0.12, atom 77 (C): -0.12, atom 78 (C): -0.18, atom 79 (O): 0.03, atom 80 (H): 0.12, atom 81 (H): 0.12, atom 82 (H): 0.10, atom 83 (H): 0.10, atom 84 (C): -0.23, atom 85 (H): 0.09, atom 86 (N): 0.15, atom 87 (C): -0.20, atom 88 (B): -0.50, atom 89 (N): 0.15, atom 90 (H): 0.12, atom 91 (H): 0.13, atom 92 (H): 0.13, atom 93 (H): 0.09, atom 94 (H): 0.08, atom 95 (H): 0.10, atom 96 (C): -0.69, atom 97 (H): 0.10

(3)
A single C3H8N2S molecule in a non-equilibrium geometry. Source: OMol25; level of theory: wB97M-V/def2-TZVPD.

The value obtained for the frontier orbital gap is 9.04 eV. The energy above the lowest of the compared OMol25 structures with the same formula, charge and spin comes out at 202.1 kJ/mol. The HOMO energy comes out at -8.21 eV. As for the SMILES: CN/N=C\SC.

Geometry as ORCA input:
```
! RIJCOSX wB97M-V def2-TZVPD def2/J DEFGRID3
* xyz 0 1
H 3.752 -0.712 0.210
H -3.373 0.385 -0.461
H -2.777 0.009 1.220
C -2.810 -0.334 0.166
H -3.386 -1.240 -0.108
H 3.309 0.829 -0.380
N -1.491 -0.501 -0.415
H -0.916 -1.236 -0.020
C 0.448 0.715 -0.461
C 2.941 0.023 0.262
N -0.836 0.723 -0.438
H 2.710 0.364 1.275
H 0.931 1.689 -0.384
S 1.499 -0.712 -0.465
*
```

And the Löwdin charges, in e, turn out to be: atom 1 (H): 0.04, atom 2 (H): 0.08, atom 3 (H): 0.08, atom 4 (C): -0.13, atom 5 (H): 0.08, atom 6 (H): 0.04, atom 7 (N): -0.17, atom 8 (H): 0.06, atom 9 (C): -0.51, atom 10 (C): -0.44, atom 11 (N): -0.06, atom 12 (H): 0.04, atom 13 (H): 0.07, atom 14 (S): 0.83